Below is a single C3H3Cl2F molecule, with properties calculated with ωB97M-V with the def2-TZVPD basis set.

## Properties
LUMO level   0.8 eV
Kohn-Sham gap   10.32 eV
Energy relative to the best compared isomer or geometry (same formula, charge and spin)   47.6 kJ/mol
HOMO level   -9.5 eV
Structure (SMILES)   C/C(Cl)=C(\F)Cl

The geometry in ORCA input format:
```
! RIJCOSX wB97M-V def2-TZVPD def2/J DEFGRID3
* xyz 0 1
Cl -1.55123 1.57768 -0.06177
Cl 1.21710 2.13703 -1.28052
F 1.91245 -0.25519 -0.56592
C 0.89729 0.58633 -0.67565
C -0.55473 -0.91198 0.58280
C -0.27449 0.30513 -0.17548
H -1.17412 -1.58124 0.02651
H 0.37090 -1.35748 0.60435
H -0.84316 -0.50028 1.54568
*
```

natural (NBO) population analysis, charges in e, atoms 1 to 5: -0.027 0.042 -0.298 0.286 -0.653



Below is 2 unconnected molecules or ions with the total composition C3H9BCl2N, with properties calculated with ωB97M-V with the def2-TZVPD basis set.

## Properties
LUMO level   3.0 eV
Kohn-Sham gap   8.06 eV
HOMO level   -5.0 eV

The geometry in ORCA input format:
```
! RIJCOSX wB97M-V def2-TZVPD def2/J DEFGRID3
* xyz -1 1
Cl 3.27290 1.36242 1.82463
Cl 2.96793 -1.30732 0.62085
N -0.59924 -1.90690 0.61161
C 2.13518 0.10929 1.28738
C -0.84313 -0.19354 -1.17408
C -1.30484 -1.21041 -0.19948
B -1.32563 1.33599 -0.72023
H -0.68788 2.16378 -1.37511
H 0.25487 -0.26173 -1.25999
H 1.55649 -0.21378 2.14342
H -2.53218 1.48807 -0.91664
H 0.37056 -1.63870 0.42881
H -2.39530 -1.32696 -0.11402
H -1.27537 -0.41717 -2.16088
H 1.49410 0.52783 0.51738
H -1.08848 1.48913 0.48636
*
```

natural (NBO) population analysis, charges in e, atoms 1 to 5: -0.053 -0.047 -0.718 -0.391 -0.700



Below is 2 unconnected molecules or ions with the total composition C17H23NO4, with properties calculated with ωB97M-V with the def2-TZVPD basis set.

## Properties
LUMO level   -1.5 eV
Kohn-Sham gap   4.23 eV
Energy relative to the best compared isomer or geometry (same formula, charge and spin)   492.9 kJ/mol
HOMO level   -5.8 eV

The geometry in ORCA input format:
```
! RIJCOSX wB97M-V def2-TZVPD def2/J DEFGRID3
* xyz 0 1
O 0.65966 2.88632 -1.28601
O -0.85634 0.80327 1.98286
O 1.15331 -0.04819 2.35280
O -3.83420 7.22944 -1.41906
N 1.48840 5.52019 1.84554
C -1.79076 6.10084 -1.70206
C 0.56234 5.70983 2.96157
C -2.57295 7.01698 -0.95971
C -2.03810 7.59053 0.22449
C -0.62675 5.61368 -1.16971
C 0.29546 0.65912 1.57044
C -0.80847 7.16219 0.69570
C 2.73109 -0.37446 0.52433
C 0.06291 2.21825 -0.41134
C -4.72068 8.10116 -0.68387
C 0.79905 1.21448 0.30777
C 2.56540 -0.12149 1.99958
C 2.04826 0.71893 -0.30262
C -0.10043 6.09919 0.06077
C 1.11034 5.51593 0.57643
C 2.90669 5.42459 2.19648
C -1.37872 2.44991 -0.07647
H 2.72855 1.56774 -0.47296
H 2.95747 -0.94606 2.60126
H -0.42854 5.30021 2.72013
H -1.99312 1.72813 -0.63478
H -4.32264 9.12504 -0.64362
H -1.54813 2.25355 0.98870
H 3.33621 4.49023 1.80620
H -0.38676 7.66833 1.56659
H -0.09784 4.81095 -1.68099
H 0.98774 5.18672 3.82447
H -2.60247 8.36166 0.76167
H 3.04876 0.81845 2.30177
H 0.47124 6.77256 3.22960
H 3.79524 -0.42150 0.28154
H -4.89958 7.72556 0.33386
H 3.46893 6.27004 1.77023
H 1.83051 0.29431 -1.29698
H 2.98998 5.44999 3.28724
H -5.64493 8.07791 -1.26277
H -2.18676 5.75106 -2.65439
H -1.67237 3.46247 -0.35918
H 2.27511 -1.33457 0.25100
H 1.81086 5.05253 -0.12992
*
```

natural (NBO) population analysis, charges in e, atoms 1 to 5: -0.770 -0.699 -0.535 -0.473 -0.307



Below is a molecular structure, C21H15Cl2O3PPrTm, with properties calculated with ωB97M-V with the def2-TZVPD basis set.

## Properties
LUMO level (alpha / beta)   -14.4 / -15.3 eV
Kohn-Sham gap (alpha / beta)   3.35 / 1.57 eV
⟨S²⟩   6.035
HOMO level (alpha / beta)   -17.8 / -16.9 eV

The geometry in ORCA input format:
```
! RIJCOSX wB97M-V def2-TZVPD def2/J DEFGRID3
* xyz 4 5
Tm 6.90592 -0.61547 -2.58394
Pr 1.75824 0.97443 -0.82829
Cl 4.47715 0.84529 -1.77218
Cl 5.74293 -2.25175 -1.25938
P -0.53738 -0.75875 0.33225
O 10.11472 0.20416 -4.05397
O 9.72370 -2.96107 -2.83490
O 1.01064 4.23075 0.18336
C -3.12122 1.58414 -1.93963
C -2.58093 -1.72863 2.13933
C 1.10208 3.15301 -0.26367
C -0.31515 0.52400 1.62400
C 9.03523 0.07711 -3.63537
C -1.26666 0.27477 -1.05409
C -0.53798 0.49089 -2.26754
C -2.45295 1.69439 -3.17292
C -2.36316 -2.78127 -0.05070
C -3.65775 -2.59272 2.41898
C -1.14632 1.22367 -3.30198
C -4.16289 -3.44911 1.43303
C -1.03952 1.72825 1.61952
C 0.62883 0.28263 2.65064
C -2.54138 0.84988 -0.89803
C 0.75552 1.19175 3.70330
C -3.43970 -3.62061 0.24607
C -0.88076 2.65241 2.65120
C -0.09384 2.31073 3.76720
C 8.76297 -2.34249 -2.74112
C -1.90406 -1.82181 0.89460
H 0.43214 -0.02329 -2.48730
H -2.30788 -0.95356 2.87150
H -4.07925 2.07764 -1.80248
H -1.67534 1.97519 0.78440
H -0.59680 1.34001 -4.23722
H 1.22872 -0.62753 2.62954
H -4.13055 -2.58002 3.40493
H -1.41965 3.59879 2.59413
H -3.75354 -4.38635 -0.46422
H 1.51367 1.06800 4.47533
H -2.97080 2.13889 -4.03641
H -3.06242 0.83462 0.07066
H -1.90618 -2.81124 -1.05373
H -5.11219 -3.96742 1.58574
H -0.13621 2.94769 4.65935
*
```

natural (NBO) population analysis, charges in e, atoms 1 to 5: 1.475 1.933 -0.580 -0.703 0.837